Here is a 11-piece molecular cluster, C20H39Br2F5N4O10S overall in a non-equilibrium geometry from the OMol25 dataset. Energies are from ωB97M-V/def2-TZVPD.

Values from the calculation:
- Kohn-Sham gap: 6.90 eV
- Calculated total energy: -7802.07833 Eh
- F_max: 6.43 eV Å⁻¹
- Lowest unoccupied orbital energy: -0.0731 Ha
- Spin multiplicity: 1
- Structure (SMILES): C[C@@H](Br)[C@@H](Br)c1c(C(F)(F)C(F)(F)F)c(-c2ccncc2)c(CCCCN)c2nsnc12.O.O.O.O.O.O.O.O.O.O

Positions of all 81 atoms, in Å:
C -0.6288 -0.1379 -0.0524
C 0.6768 4.7360 1.2930
H -0.7631 -5.5566 0.3819
H 0.3632 3.1550 4.0282
H -1.5996 -7.1958 2.2821
H -1.2134 2.8404 -7.2616
F -3.1339 0.9671 0.1347
C 0.2276 -5.0659 0.7266
O 4.3098 3.5528 -2.1681
H 0.7128 -5.6242 1.5938
H 1.3846 4.1178 -5.2650
N 0.8051 -0.5946 -4.4157
C -0.9767 -2.9008 -0.1284
H 2.4748 1.3061 -4.1402
O -2.3156 -5.1688 6.2463
O -1.4725 -6.7321 9.0212
H 4.8511 3.3977 0.8183
O 5.2730 4.0412 0.2343
C -0.5469 -1.5053 -0.7492
H 4.0285 -3.6643 -5.7248
C 0.3135 1.1469 -2.3428
C 0.7748 3.3318 0.6511
H -1.6605 -6.0619 8.3515
H -2.3692 5.6970 -0.0035
Br -2.9449 -3.0237 0.3149
C 0.6642 2.3444 -6.4169
H -1.8323 -2.8309 3.6907
C 0.4208 -0.2291 -3.0883
H 0.8289 3.4057 -2.5050
H 0.9011 -5.0803 -0.2183
F -2.3908 2.1316 2.0734
H -0.3777 -4.6445 9.3569
H -0.2097 2.6978 -3.8403
F -0.2347 0.8928 2.2194
C 0.7002 2.4686 -3.1549
O 0.9391 3.7943 4.4679
O 4.1417 -2.7321 -5.9488
O 0.5815 -4.5965 9.2527
H 4.2161 4.2591 -1.5175
N 0.1474 -2.6638 -3.0930
H -0.5400 -3.3878 2.0679
Br 1.7135 -2.5025 0.9384
H 1.7402 2.7324 0.8550
H 0.7032 -4.2861 8.3465
H -5.1405 5.4909 -1.3744
H 2.7476 3.0999 -6.1474
H 3.2675 -2.3486 -5.8038
H -2.4532 3.2797 -1.1188
O -4.5672 6.1327 -0.9368
H 0.4140 4.1065 5.2152
C -1.1237 0.0574 1.4298
H -1.2708 2.4507 -5.6833
F -3.4811 0.1407 2.2271
C -0.0167 -1.4953 -2.2512
N -0.6919 2.9825 -6.3699
H -2.1924 -4.8569 5.3361
H -1.6570 -8.1630 1.1081
H -5.0940 6.4454 -0.1904
O -2.0142 -3.7787 3.7496
C -1.5535 3.6133 -0.4764
H -3.2742 -5.2174 6.3504
C -0.2049 1.1843 -0.8575
C -1.4604 4.9964 0.2106
N -0.4632 5.5571 1.0555
H -0.5250 -6.8952 8.9285
S 0.7158 -2.3113 -4.6605
O -1.0760 -7.5232 1.5393
C -0.3105 2.6572 -0.2428
H 1.5430 5.1033 1.9577
H 5.7916 4.5949 0.8323
H 4.9800 2.9740 -1.7869
H -2.9759 -3.8264 3.8328
C 1.7836 3.0599 -5.5129
C 2.0203 2.3511 -4.0677
H 1.0253 2.4378 -7.5173
C -0.0210 -3.4848 1.0421
F -1.3465 -1.0893 2.2206
H 0.5284 1.2240 -6.2301
H 2.8268 3.0069 -3.5486
C -2.5443 0.8872 1.4170
H -0.8692 -3.6751 -0.9877

Forces on atoms 1 to 6 (eV/Å):
C 1.4064 -1.8465 -3.2499
C -2.2064 -2.2254 -2.4569
H 1.6206 0.8873 1.0240
H 0.1119 0.0991 -0.0279
H 0.1367 -0.0177 -0.0694
H 0.8579 0.1535 0.8379